DFT (ωB97M-V/def2-TZVPD) results for a structure of composition C49H53Cl3N9O2V.

```
117
Properties=species:S:1:pos:R:3:forces:R:3
C 2.5570 -2.3538 -4.1361 0.67 0.07 0.62
C 0.7356 -1.6294 -0.2873 0.88 -0.75 0.43
C 5.2183 2.0493 -1.4591 -0.55 0.36 -0.89
C 5.1273 0.8170 -2.0949 1.04 -0.11 1.20
Cl 2.5131 -6.7751 2.5372 0.03 0.11 -0.20
H -5.8070 -4.9991 -0.1306 -0.03 0.13 -0.23
C 4.4048 -0.1778 -1.4502 -0.43 -0.09 -0.93
C 2.5224 -1.4512 -5.1832 -0.59 0.01 -0.27
C 1.5830 1.4730 6.3783 0.07 -0.14 0.27
N 2.2109 -3.5781 5.7413 -0.31 -0.40 -0.27
H -3.7371 -0.0920 -0.4519 -0.32 -0.31 0.28
H -1.5963 1.2958 5.2671 -0.01 -0.02 -0.26
C -2.9879 -1.1976 -3.8169 -0.27 0.18 0.35
H -0.5695 -1.6839 5.5881 0.14 0.18 0.15
H -4.7454 -1.1951 -5.1449 0.17 -0.50 0.31
C -1.2215 -0.3348 0.5998 0.61 -0.31 0.74
C -4.8172 3.0462 -0.4296 -1.56 0.45 -0.91
C -4.2758 1.8780 -0.9509 0.35 0.38 0.97
H -0.5248 5.7365 0.0930 0.34 -0.10 0.07
H -2.3872 -2.8642 -1.6059 0.19 -0.12 0.04
H -0.3034 1.3941 3.1000 -0.10 0.22 0.08
C -1.9110 -0.4076 -3.4515 0.25 0.04 -0.28
H 4.3884 3.3055 0.0476 -0.13 -0.04 0.11
C -1.1122 4.7636 3.2491 0.54 -0.41 0.05
H -4.9755 3.9194 -1.0586 0.49 -0.02 -0.11
C -5.4287 2.0756 1.5287 -0.43 0.77 -0.34
H -4.9977 -0.0094 1.7549 0.20 0.06 0.12
C 1.1627 3.2613 -1.7790 0.08 -0.44 0.93
H 4.2126 -1.1172 -1.9525 0.34 -0.22 0.27
H -0.6389 2.1006 -1.7384 0.01 -0.13 -0.41
C -0.4145 5.1556 -2.7834 -0.38 -0.13 -0.51
C -4.1768 -3.9167 -1.0995 0.13 1.00 0.35
C 0.3677 -2.1124 5.2573 -0.54 -0.36 -0.49
H 0.9057 -2.4050 0.4685 -0.40 0.17 0.25
C -0.1790 3.0329 -2.0462 0.15 0.08 -0.18
H 1.7125 -1.5590 -0.7779 -0.17 0.25 -0.12
H 3.2245 -0.6329 0.3026 0.06 -0.11 -0.19
H -3.8865 1.8553 -1.9590 0.20 -0.04 0.04
C -1.6576 4.0533 0.6702 -1.22 0.07 0.92
H 2.1418 -2.7091 2.4791 0.17 -0.27 0.02
C -2.2928 1.0521 -5.1384 -0.05 0.21 -0.71
O 1.5344 2.7862 1.4452 2.02 -0.73 1.08
V 2.3882 1.5787 1.9755 -4.85 -0.10 -2.75
C -3.8149 -0.7377 -4.8292 -0.21 0.04 -1.01
N 1.5210 1.4831 4.0132 0.81 -0.23 -0.76
H 0.7563 -3.1257 7.1084 0.05 0.16 0.05
C 3.3476 -3.4860 -4.2685 -0.34 -0.09 -0.21
H 0.0499 -2.0493 -1.0256 -0.15 0.21 0.04
H -1.0094 -4.0930 -0.0455 0.11 -0.48 0.38
N -1.5806 0.7317 -4.0685 0.11 -0.38 0.14
C 2.2183 1.4875 5.1531 -0.19 0.37 0.53
H -1.5464 0.5972 1.0592 -0.11 0.08 -0.24
N -5.4488 3.1573 0.7365 0.88 -0.47 0.53
H -2.1914 -5.6446 1.6520 0.10 -0.29 -0.22
C -2.0568 -4.3667 -0.0850 0.11 1.22 0.02
C 3.7781 0.1045 -0.2634 -0.36 0.11 0.47
H 5.8058 0.5842 -2.9046 -0.47 0.05 -0.41
Cl 4.8750 -5.3318 1.6703 -0.08 -0.07 -0.14
N -1.9030 3.7151 3.0348 0.26 -0.36 0.12
H 1.7490 2.4430 -1.3781 0.01 0.02 0.09
H 3.4963 -6.7801 0.4202 0.07 0.05 -0.07
H -1.7638 -0.5475 -0.3171 -0.10 0.13 0.01
H 3.3981 -4.0823 4.1088 0.08 -0.09 0.31
Cl 2.3144 -4.7624 0.4495 -0.20 0.15 -0.25
C -2.1951 3.3946 1.7779 0.87 -0.56 0.09
C 4.4200 2.3070 -0.3695 0.48 0.12 0.62
C -2.7073 -5.2060 0.8053 -0.15 0.21 -0.19
H 5.7748 2.8685 -1.8930 0.11 -0.07 0.02
H 2.6757 4.7328 -1.4602 0.06 0.18 -0.21
H -2.1471 3.8979 -0.2805 0.71 -0.31 -0.31
C 0.2090 1.3249 6.4292 -0.19 0.36 -0.23
N -4.0203 -5.4151 0.7418 -0.07 0.03 0.52
H -1.4215 -1.1479 1.3073 -0.09 0.02 -0.02
O 1.0651 0.2554 1.2743 2.18 0.11 2.40
H 0.3990 0.3797 -0.5940 -0.40 0.09 0.03
C -0.5806 5.5362 2.2284 0.12 -0.45 0.06
N 3.0745 -1.6899 -6.3691 0.65 0.41 0.20
H -5.8823 2.2427 2.4988 -0.11 -0.38 0.01
H 4.5188 -4.6433 -5.6171 0.10 0.09 -0.22
H -0.2810 1.2568 7.3914 -0.09 0.01 -0.05
H 1.9946 -0.5059 -5.0980 -0.14 -0.10 0.05
H 4.2443 -2.9355 -7.4805 0.16 -0.08 0.06
C 0.7559 -2.0143 3.9264 0.21 -0.25 0.02
C 0.8757 5.5065 -2.4281 0.11 0.15 0.34
C 0.1821 1.4413 4.0655 -0.10 -0.47 -0.70
C 1.0886 -2.9492 6.0909 0.18 0.18 0.43
H -1.9477 1.8994 -5.7246 0.02 0.10 0.24
C -4.8929 0.8684 1.1294 0.32 -0.42 0.45
H -0.7476 4.8467 4.2685 -0.44 0.58 0.13
H -1.2297 -0.7218 -2.6651 -0.10 0.01 0.11
H -1.0640 5.8842 -3.2570 0.05 0.05 0.02
H 3.4854 -4.1650 -3.4365 -0.13 -0.10 -0.05
H -4.7373 -3.3274 -1.8151 -0.37 -0.28 0.08
C 2.5342 -3.5250 4.4557 0.31 0.28 -0.50
C 3.8211 -2.7831 -6.4947 -0.77 -0.43 -0.33
H 2.1360 1.5887 7.2997 0.20 -0.23 -0.10
C 3.3191 -6.0095 1.1576 0.18 -0.29 0.59
N -0.9634 3.9504 -2.5932 0.05 0.34 0.37
H 3.2999 1.5493 5.1308 0.00 0.00 -0.29
H 2.0818 -2.1576 -3.1817 -0.14 0.18 -0.12
C 3.9394 -3.7385 -5.4938 0.49 0.06 0.34
H -0.0141 6.4315 2.4416 0.18 -0.10 0.00
C 0.2629 -0.2927 0.2759 0.38 0.99 -1.92
C -4.7474 -4.7749 -0.1692 0.32 -0.52 -0.26
C -2.8255 -3.6243 -0.9713 -0.25 -0.90 -0.36
H 1.2007 6.5257 -2.5858 0.08 0.00 0.09
H -2.6961 2.4359 1.6818 -0.63 0.38 -0.26
H 0.2447 -1.4185 3.1798 -0.16 0.13 0.21
C -0.8158 5.1119 0.9313 -0.71 1.24 -0.75
H -3.9000 0.6397 -6.5029 -0.20 0.09 0.12
C 1.8397 -2.7729 3.5154 -0.10 0.54 0.07
C -3.4056 0.3460 -5.5890 0.45 0.15 0.71
N 3.7616 1.3357 0.2755 -0.34 -0.13 0.55
C 1.6816 4.5381 -1.8403 -0.21 -0.14 -0.67
C -4.2342 0.7942 -0.0838 -0.27 -0.06 -1.14
H -3.1733 -2.1330 -3.3073 -0.17 0.09 -0.01
C -0.5175 1.3360 5.2424 0.17 0.06 0.74
```
Forces are in eV/Å.

Values from the calculation:
2S+1: 2
Highest occupied orbital energy (alpha / beta), eV: -11.16 / -11.16
Net charge: +1
<S²>: 0.775

These are the Mulliken partial charges, in e, on atoms 1 to 99: -0.241 -0.374 -0.734 -0.311 -0.099 0.377 -0.760 -0.419 -0.821 -0.582 0.689 0.525 -0.164 0.529 0.421 0.184 -0.582 -0.170 0.422 -0.053 0.600 -0.547 0.543 -0.451 0.399 -0.366 0.414 0.006 0.508 0.635 -0.490 -0.380 -0.634 -0.487 -0.305 -0.263 0.919 0.452 0.055 0.163 -0.533 -0.230 0.522 -0.633 0.523 0.383 -0.355 0.409 0.333 -0.075 -0.180 -0.385 -0.585 0.422 -0.517 -0.688 0.469 -0.120 -0.482 0.128 0.409 -0.361 0.356 0.029 -0.431 -0.267 -0.294 0.400 0.366 0.551 -0.194 -0.567 0.351 1.429 -0.606 -0.849 -0.531 0.375 0.381 0.500 0.557 0.365 0.393 -0.643 -0.609 -0.427 0.373 -0.650 0.386 0.659 0.388 0.446 0.381 -0.552 -0.315 0.467 -0.210 -0.361 0.393